The following is a DFT calculation (wB97M-V/def2-TZVPD) of an isolated molecule of C22H32N4O.

As for the calculated total energy: -31343.15782 eV. The HOMO-LUMO gap comes out at 8.50 eV. The HOMO energy is -0.286 Eh. The LUMO energy comes out at 0.709 eV. Its total charge is 0.

Last column: Löwdin charge in e.
Positions of all 59 atoms, in Å:
1 H 1.7186 -0.4988 -5.6045  0.113
2 C -0.6130 2.7935 -0.6600  -0.020
3 H 0.4007 -1.4258 -4.8690  0.110
4 H -3.9626 1.4918 6.9044  0.109
5 H 3.8968 -1.6551 -6.1890  0.113
6 H 0.2187 -0.3365 1.5570  0.107
7 H -2.9344 1.5178 2.1232  0.137
8 H 4.5844 1.4046 -1.4595  0.125
9 C 1.4860 -1.3356 -4.9429  -0.185
10 N 1.6250 2.2177 -1.6993  -0.034
11 C -4.5019 -0.5726 6.5750  -0.210
12 C -3.0450 0.8120 5.0785  -0.158
13 C -2.1408 -0.1433 2.9748  -0.442
14 C 2.0950 -2.6109 -5.5123  -0.213
15 C 1.7797 3.2133 -2.7213  -0.012
16 C -1.1833 1.2369 1.1232  -0.219
17 H 1.8242 2.7500 -3.7106  0.095
18 C 3.6119 -2.4663 -5.5168  -0.190
19 C -4.8176 -1.5018 5.4072  -0.202
20 H 1.6416 -0.1226 -3.1747  0.107
21 H 4.0860 -3.3856 -5.8653  0.108
22 C 4.0911 -0.4738 -2.3778  -0.195
23 C 4.1099 -2.1392 -4.1125  -0.211
24 H 1.7843 -1.8595 -2.8638  0.135
25 N -2.1407 0.8932 2.0898  0.127
26 H 1.7254 -2.7936 -6.5232  0.106
27 H -3.9037 -2.1756 3.5693  0.122
28 H 1.8102 -3.4615 -4.8884  0.112
29 H -4.2275 0.2660 3.3566  0.147
30 H 3.7364 -1.0719 -1.5245  0.120
31 H 5.1736 -0.5964 -2.4625  0.117
32 H -2.7646 -1.9235 4.8885  0.122
33 H -3.6303 -0.9517 7.1127  0.115
34 H -5.0057 -2.5120 5.7754  0.109
35 H 0.9256 3.8868 -2.6901  0.084
36 H 3.8033 1.5506 -3.0427  0.111
37 C -0.0098 0.5217 0.9511  0.067
38 H 3.8805 -2.9832 -3.4362  0.129
39 C 3.7915 1.0060 -2.0983  -0.087
40 H -2.8415 1.8233 4.7160  0.114
41 H 5.1954 -2.0076 -4.1320  0.117
42 H -5.7247 -1.1560 4.9043  0.113
43 N 2.0757 0.4450 -0.4190  0.175
44 H -2.3975 2.8917 0.4914  0.105
45 O -1.2698 -0.9792 3.0584  0.084
46 C -1.4721 2.3570 0.3258  -0.040
47 C -3.3562 -0.1192 3.8991  -0.251
48 H -0.8603 3.6573 -1.2597  0.102
49 C 0.8635 0.9544 -0.0381  -0.207
50 N 3.5093 -0.9038 -3.6378  -0.173
51 H 2.6909 3.7941 -2.5610  0.098
52 H -5.0966 1.2371 5.5749  0.114
53 C -3.6621 -1.5256 4.4128  -0.162
54 H -2.1455 0.4499 5.5807  0.130
55 C 0.5609 2.0814 -0.8387  -0.169
56 C 2.4945 1.1986 -1.3956  -0.326
57 C -4.2071 0.8350 6.0669  -0.203
58 H -5.3426 -0.5484 7.2716  0.107
59 C 2.0660 -1.0500 -3.5613  -0.195